Record 1
A 8-piece molecular cluster, C28H74N2O10 overall at a distorted geometry, computed with ωB97M-V/def2-TZVPD.

Cartesian coordinates (Å):
C1 -5.710418 3.615609 -1.005265
O1 -6.852945 2.963995 -1.560920
H1 -6.050001 4.474583 -0.432545
H2 -5.153198 2.999116 -0.291447
H3 -5.013439 3.854358 -1.809947
H4 -6.588897 2.052599 -1.721397
C2 6.063628 -5.066514 -6.121399
O2 6.004230 -3.859346 -6.813906
C3 4.716652 -3.266034 -6.860066
C4 4.957616 -1.805300 -7.170956
N1 3.721499 -1.027304 -7.465591
C5 2.667702 -1.168953 -6.474128
C6 2.978724 -0.686739 -5.048619
O3 1.765918 -0.542348 -4.369514
C7 1.764361 0.421015 -3.336066
H5 5.591782 -5.028577 -5.126365
H6 7.097735 -5.338071 -5.916719
H7 5.554352 -5.908120 -6.607616
H8 4.185365 -3.363565 -5.908527
H9 4.170099 -3.744855 -7.683510
H10 5.667135 -1.575418 -7.965757
H11 5.437666 -1.351374 -6.287110
H12 4.041778 -0.065558 -7.469500
H13 2.201044 -2.150407 -6.395669
H14 1.938399 -0.416475 -6.790257
H15 3.479239 0.288580 -5.177867
H16 3.739364 -1.301499 -4.547176
H17 2.684667 0.338082 -2.748252
H18 0.875379 0.299831 -2.723746
H19 1.772275 1.432880 -3.764852
C8 7.339778 -4.598268 0.227901
O4 7.235505 -3.428288 1.014956
C9 6.926901 -2.281619 0.245974
C10 6.284901 -1.258435 1.156498
N2 5.039189 -1.786906 1.724837
C11 4.440789 -0.810319 2.647967
C12 3.030578 -1.244005 2.964513
O5 2.146388 -1.034011 1.889274
C13 0.963994 -1.761677 2.045949
H20 6.376877 -4.900453 -0.190782
H21 7.772891 -5.364241 0.864288
H22 8.009550 -4.432099 -0.623787
H23 6.247266 -2.501760 -0.586279
H24 7.852333 -1.884731 -0.192593
H25 5.992864 -0.412001 0.526517
H26 7.031067 -0.938300 1.895500
H27 5.368528 -2.557329 2.307259
H28 4.434136 0.194889 2.223107
H29 4.956283 -0.715001 3.611438
H30 2.636475 -0.763114 3.870272
H31 3.041088 -2.302179 3.259408
H32 0.288687 -1.580016 1.212776
H33 0.399800 -1.495105 2.950123
H34 1.136019 -2.841800 2.107975
C14 -5.475564 3.968146 4.725685
C15 -4.404326 3.644111 3.657945
C16 -3.107119 4.325761 3.994357
O6 -4.290400 2.221379 3.660541
H35 -6.434636 3.611204 4.351807
H36 -5.602811 5.053522 4.818070
H37 -5.185644 3.608687 5.711192
H38 -4.786414 4.037722 2.715790
H39 -2.423631 4.207146 3.146139
H40 -2.649590 3.930781 4.901596
H41 -3.230580 5.401561 4.127456
H42 -3.925003 1.903559 4.492597
C17 -2.687618 1.323841 -6.363293
C18 -1.521619 1.009912 -5.460862
C19 -1.966039 0.451925 -4.096005
O7 -0.733178 -0.003867 -6.119389
H43 -3.403928 1.965890 -5.851492
H44 -3.186306 0.368823 -6.546776
H45 -2.368570 1.733491 -7.318902
H46 -0.855473 1.863373 -5.303393
H47 -3.024614 0.170606 -4.094735
H48 -1.904347 1.243373 -3.343252
H49 -1.457931 -0.447048 -3.750891
H50 -0.131598 -0.358239 -5.453810
C20 -0.950007 0.790975 -0.188935
C21 -1.575688 1.001788 1.158699
C22 -0.700313 1.648913 2.215428
O8 -2.790974 1.738902 0.933474
H51 -0.583727 1.685019 -0.705689
H52 -1.708283 0.401205 -0.871392
H53 -0.087519 0.125612 -0.124574
H54 -1.977333 0.012158 1.427627
H55 -0.270922 2.600503 1.908153
H56 0.106418 0.947563 2.441133
H57 -1.345659 1.781228 3.087021
H58 -3.213571 1.955931 1.774669
C23 -2.413777 0.567440 6.874812
C24 -1.610710 1.792949 7.349500
C25 -0.359446 2.029672 6.514268
O9 -2.398359 2.967455 7.202613
H59 -2.605519 0.583805 5.796701
H60 -3.336569 0.524757 7.455659
H61 -1.928279 -0.409009 6.966331
H62 -1.350819 1.607303 8.394163
H63 0.337180 1.190935 6.569243
H64 0.133498 2.916210 6.912409
H65 -0.576473 2.162150 5.454318
H66 -3.098460 2.928705 7.865293
C26 -4.246888 -1.642575 2.760752
C27 -5.490123 -1.490920 1.870554
C28 -6.418554 -0.329766 2.184215
O10 -5.085855 -1.397086 0.498844
H67 -4.565907 -1.630810 3.806265
H68 -3.510975 -0.851347 2.610169
H69 -3.767139 -2.602901 2.574548
H70 -6.052093 -2.424362 1.955541
H71 -5.956041 0.618122 2.473279
H72 -7.197492 -0.454973 2.943546
H73 -6.983862 -0.153292 1.266672
H74 -4.322367 -0.805330 0.485931

Cartesian forces (eV/Å) of the 6 atoms listed first:
0.11 -0.46 0.07
0.25 -0.13 0.36
-0.01 0.29 -0.38
-0.17 -0.25 -0.07
0.03 0.50 0.11
-0.18 0.01 -0.07

Computed properties:
charge = 0
multiplicity = 1
energy = -53686.94599 eV
HOMO energy = -8.78 eV
LUMO energy = 0.42 eV
molar mass = 598.9 g/mol
relative energy (zero: lowest compared OMol25 entry of this formula, charge and spin) = 0.000 eV
structure (SMILES) = COCCNCCOC.COCCNCCOC.CC(C)O.CC(C)O.CC(C)O.CC(C)O.CC(C)O.CO
gap between HOMO and LUMO = 9.2 eV

---

Record 2
C24H32N3O2PRhS3SbSe4 as an isolated structure at a distorted geometry, computed with ωB97M-V/def2-TZVPD.

Cartesian coordinates (Å):
Rh1 -0.457569 1.057633 0.094663
Se1 -0.040487 6.515459 -2.935267
Sb1 -0.554429 5.723198 -0.662068
Se2 -0.237934 3.152679 1.444716
Se3 -1.255392 3.152846 -0.595979
Se4 -2.458062 6.956741 0.199160
N1 -2.112323 0.613331 1.956950
C1 -1.625189 -0.565543 2.667777
C2 -1.110551 -1.583000 1.670374
O1 -1.376021 -2.783406 1.840179
O2 -0.399056 -1.082719 0.728963
H1 -2.340171 1.361714 2.587005
H2 -2.947078 0.376760 1.435956
H3 -2.367281 -1.034500 3.310360
H4 -0.777317 -0.263376 3.279993
S1 -4.546187 -4.997160 -1.785033
C3 -4.017288 -3.477113 -1.315498
S2 -3.056841 -2.425956 -2.292268
C4 -3.022126 -1.176175 -1.053447
N2 -3.658240 -1.550142 0.011417
N3 -4.216252 -2.825091 -0.143661
C5 -4.936006 -3.341982 0.988893
C6 -4.304013 -3.356170 2.221185
C7 -4.996883 -3.826318 3.331045
C8 -6.306189 -4.276269 3.206539
C9 -6.925756 -4.251784 1.961668
C10 -6.242722 -3.779132 0.849334
S3 -2.332981 0.385138 -1.376921
H5 -3.264653 -3.039480 2.292240
H6 -4.505116 -3.845216 4.295625
H7 -6.843589 -4.644068 4.074703
H8 -7.950408 -4.593836 1.855471
H9 -6.717776 -3.753253 -0.120925
C11 1.689563 -1.353665 -2.383429
C12 2.539324 -0.752066 -1.252945
C13 2.399107 -1.644380 -0.015662
C14 4.020232 -0.733129 -1.639783
P1 1.782468 0.947568 -0.857548
C15 2.942347 1.439778 0.505713
C16 4.149360 2.114335 0.331648
C17 4.960951 2.442748 1.415829
C18 4.591366 2.077910 2.699654
C19 3.405329 1.376598 2.890144
C20 2.593278 1.069165 1.805983
C21 2.105179 2.149417 -2.266622
C22 2.139166 3.562373 -1.640018
C23 3.358257 1.961500 -3.130242
C24 0.896362 2.031679 -3.211268
H10 1.953350 -2.408237 -2.528162
H11 1.847461 -0.831036 -3.331111
H12 0.624724 -1.307303 -2.137211
H13 2.712621 -2.660438 -0.287024
H14 1.371494 -1.694438 0.334663
H15 3.034485 -1.302157 0.801700
H16 4.402060 -1.758903 -1.574910
H17 4.613290 -0.119941 -0.956772
H18 4.185768 -0.384768 -2.654742
H19 4.469914 2.407457 -0.657248
H20 5.882695 2.989482 1.245199
H21 5.220865 2.334624 3.544531
H22 3.101526 1.077287 3.886412
H23 1.673516 0.530994 1.972724
H24 3.161379 3.879741 -1.424828
H25 1.596455 3.614252 -0.696997
H26 1.705290 4.283623 -2.332193
H27 4.281081 1.903414 -2.553146
H28 3.426138 2.833242 -3.791392
H29 3.288202 1.075713 -3.763470
H30 -0.045811 2.162821 -2.693419
H31 0.862349 1.052819 -3.697476
H32 0.960758 2.808109 -3.979746

Cartesian forces (eV/Å) of the 6 atoms listed first:
-0.14 -2.44 0.98
-0.16 -0.21 -0.05
1.20 2.99 -0.43
0.74 -0.58 0.48
-1.22 -0.38 0.05
-0.22 -0.26 -0.04

Computed properties:
charge = -2
multiplicity = 1
energy = -346702.50479 eV
HOMO energy (alpha / beta) = -1.16 / -1.16 eV
LUMO energy (alpha / beta) = 3.48 / 3.48 eV
molar mass = 1062.2 g/mol
relative energy (zero: lowest compared OMol25 entry of this formula, charge and spin) = 1.888 eV
gap between HOMO and LUMO (alpha / beta) = 4.6 / 4.6 eV

---

Record 3
A 4-piece molecular cluster, CH9NO3 overall at a distorted geometry, computed with ωB97M-V/def2-TZVPD.

Cartesian coordinates (Å):
C1 -0.404973 -1.142014 3.496504
N1 0.364644 -0.890561 2.497288
H1 -1.400914 -1.521964 3.238147
H2 -0.098491 -1.044578 4.530235
H3 1.274200 -1.279833 2.774228
H4 -0.038578 1.963094 -3.296880
H5 -1.448956 2.227041 -3.444887
O1 -0.664761 2.695208 -3.185706
H6 -0.832538 -1.388272 -0.524567
H7 -0.788832 -0.211992 0.550551
O2 -0.896752 -0.437629 -0.382440
H8 0.660824 -0.325025 -1.094753
H9 2.147240 0.201544 -1.153363
O3 1.558115 -0.492585 -1.454867

Cartesian forces (eV/Å) of the 6 atoms listed first:
-0.05 0.12 -1.54
-0.62 -2.38 0.58
-0.41 1.18 0.53
0.21 -0.80 0.35
0.74 1.95 0.05
0.35 0.44 0.25

Computed properties:
charge = 0
multiplicity = 1
energy = -8813.94040 eV
HOMO energy = -10.26 eV
LUMO energy = 0.40 eV
molar mass = 83.1 g/mol
relative energy (zero: lowest compared OMol25 entry of this formula, charge and spin) = 1.667 eV
structure (SMILES) = C=N.O.O.O
gap between HOMO and LUMO = 10.7 eV